Record 1
Computed, not measured: a molecular structure, C7H17BCdF2N2O5Se, with ωB97M-V with the def2-TZVPD basis set.

```
36
Properties=species:S:1:pos:R:3:forces:R:3
Cd 2.275 1.099 0.597 0.257 0.324 0.179
C 0.892 1.722 3.404 0.235 0.132 -0.105
O 0.816 0.902 2.312 -0.173 -0.057 0.066
H 1.140 1.183 4.343 0.011 0.002 -0.010
H -0.059 2.263 3.613 0.006 0.004 -0.006
H 1.671 2.518 3.303 -0.152 -0.084 0.099
C -2.424 -0.461 1.481 0.044 0.026 0.005
C -1.160 -0.974 0.795 -0.049 -0.027 0.038
N -1.128 -0.686 -0.633 0.028 0.002 -0.037
C -1.429 -1.780 -1.537 0.010 -0.039 0.007
C -2.860 -1.743 -2.073 0.018 0.004 -0.015
C -0.476 0.441 -1.068 -0.045 -0.059 0.039
C -0.147 0.527 -2.533 -0.013 0.050 -0.006
N -0.122 1.426 -0.317 -0.003 0.031 -0.145
H -2.395 -0.692 2.548 0.018 0.020 0.008
H -3.328 -0.904 1.054 -0.001 -0.018 -0.021
H -2.494 0.624 1.374 -0.009 -0.003 0.020
H -1.073 -2.055 0.914 -0.031 -0.005 -0.019
H -0.285 -0.544 1.287 -0.028 0.019 0.019
H -1.264 -2.713 -0.995 0.024 0.012 -0.010
H -0.701 -1.802 -2.342 -0.003 0.002 -0.042
H -3.588 -1.816 -1.261 0.001 0.010 0.006
H -3.032 -2.574 -2.763 -0.010 -0.010 -0.001
H -3.053 -0.810 -2.609 0.009 0.008 0.002
H 0.657 -0.177 -2.753 0.000 -0.031 0.004
H 0.220 1.530 -2.729 -0.011 -0.004 0.006
H -1.013 0.316 -3.166 -0.007 -0.002 -0.005
H -0.330 1.292 0.674 -0.002 -0.071 0.084
F 4.354 3.347 1.843 -0.020 -0.101 -0.029
B 3.267 3.131 1.050 0.072 0.026 -0.017
F 2.813 4.336 0.615 -0.047 -0.072 -0.046
O 2.793 0.095 -1.562 -0.047 -0.003 0.043
Se 2.870 -1.435 -0.908 -0.092 -0.010 -0.161
O 4.114 -2.305 -1.482 0.190 0.032 0.019
O 3.031 -1.087 0.713 -0.100 -0.020 0.034
O 1.450 -2.194 -1.188 -0.083 -0.085 -0.003
```
Forces are in eV/Å.

Results
Highest occupied orbital energy (eV): -1.802
M (g/mol): 449.4
Total charge: -2
Gap between HOMO and LUMO (eV): 6.91
Relative energy (zero: lowest compared OMol25 entry of this formula, charge and spin) (kcal/mol): 0.00


Record 2
Computed, not measured: a gas-phase ion, C7H17BN3O2 (charge -1), with ωB97M-V with the def2-TZVPD basis set.

```
30
Properties=species:S:1:pos:R:3:forces:R:3
N -0.857 -2.697 2.324 0.041 -0.093 0.067
C -1.170 -1.477 2.500 0.076 0.001 -0.100
N -2.502 -1.088 2.815 0.078 0.193 -0.253
N -0.179 -0.493 2.427 -0.588 0.301 0.604
C -0.456 0.914 2.122 0.077 0.012 -0.025
C -0.090 1.304 0.695 -0.005 0.027 0.083
C -1.005 0.658 -0.351 0.002 0.076 -0.047
C -0.349 0.407 -1.709 -0.160 -0.013 -0.059
C 0.847 -0.553 -1.727 -0.149 -0.146 -0.285
C 1.432 -0.649 -3.137 0.313 0.105 0.192
O 2.151 0.543 -3.284 -0.022 0.009 -0.048
B 2.647 0.913 -1.910 -0.177 -0.103 0.217
O 1.953 -0.098 -0.999 -0.021 0.183 -0.090
H -1.668 -3.273 2.540 0.030 -0.004 0.038
H -2.558 -0.141 3.159 -0.025 0.031 -0.094
H -3.122 -1.185 2.019 -0.014 -0.111 0.108
H 0.508 -0.612 3.154 0.301 -0.257 -0.392
H 0.118 1.535 2.815 -0.006 -0.067 0.046
H -1.511 1.152 2.296 -0.007 0.050 0.017
H -0.164 2.396 0.636 0.058 -0.034 -0.114
H 0.945 1.031 0.485 -0.055 -0.033 0.054
H -1.411 -0.285 0.040 0.137 -0.043 -0.039
H -1.866 1.318 -0.518 -0.086 -0.102 0.102
H -0.034 1.357 -2.152 0.062 -0.012 0.056
H -1.115 -0.014 -2.374 0.030 0.031 -0.022
H 0.509 -1.548 -1.394 0.152 0.090 0.270
H 2.126 -1.508 -3.129 -0.186 -0.128 -0.200
H 0.685 -0.772 -3.933 0.032 0.037 -0.006
H 3.866 0.791 -1.769 0.000 0.022 -0.052
H 2.273 2.075 -1.643 0.113 -0.023 -0.029
```
Forces are in eV/Å.

Results
Highest occupied orbital energy (eV): -3.577
M (g/mol): 186.0
Total charge: -1
Gap between HOMO and LUMO (eV): 6.60


Record 3
Computed, not measured: 2 unconnected molecules or ions with the total composition C7H17Cl2O6P2S2, with ωB97M-V with the def2-TZVPD basis set.

```
36
Properties=species:S:1:pos:R:3:forces:R:3
O 5.073 1.056 0.759 -0.221 -0.151 0.418
S 4.128 0.245 0.063 1.312 1.099 0.006
O 4.564 -0.344 -1.158 -0.671 -0.588 -0.180
C 2.671 1.265 -0.146 -0.416 0.128 0.407
C 1.786 1.054 1.089 -0.142 -0.454 -0.392
P 0.695 2.525 1.472 0.554 0.471 0.428
O -0.791 1.875 1.757 0.149 -0.026 -0.355
Cl 0.402 3.371 -0.423 -0.196 -0.156 0.011
C 1.221 -0.384 1.242 0.153 0.191 0.326
C -0.136 -0.759 0.622 -0.571 0.364 -0.118
C -0.629 -0.040 -0.652 -0.240 -0.615 -0.244
C -2.106 0.382 -0.584 0.233 -0.453 -0.111
S -3.176 -0.876 -1.412 -0.945 0.500 -0.016
C 2.347 -1.425 0.962 -0.442 0.065 -0.677
P 2.484 -2.568 -0.557 0.664 -0.351 0.100
O 1.187 -3.546 -0.329 -0.104 0.239 -0.090
Cl 1.833 -1.482 -2.210 -0.130 -0.011 0.132
O 3.660 -0.857 1.128 -0.219 0.226 -0.069
H 3.074 2.275 -0.094 0.209 -0.014 -0.236
H 2.164 1.145 -1.097 0.137 -0.359 -0.065
H 2.503 1.151 1.911 -0.146 0.074 0.196
H -1.405 2.271 1.129 -0.254 0.029 0.091
H 1.050 -0.442 2.319 0.007 -0.209 0.028
H -0.197 -1.831 0.450 0.247 -0.053 0.123
H -0.892 -0.571 1.386 0.101 0.042 0.110
H -0.012 0.793 -0.977 -0.023 0.124 0.269
H -0.588 -0.757 -1.470 0.264 0.171 -0.146
H -2.271 1.290 -1.159 -0.088 0.127 0.136
H -2.464 0.469 0.438 -0.034 0.261 0.003
H -3.712 -1.516 -0.361 0.334 -0.034 0.199
H 2.284 -2.173 1.755 0.118 -0.164 -0.084
H 0.480 -3.334 -0.950 -0.139 -0.163 0.025
O -6.329 0.450 -1.442 -0.147 0.177 0.084
H -6.685 1.284 -1.077 -0.046 -0.011 -0.016
H -6.857 -0.320 -1.154 0.005 -0.011 -0.023
H -5.357 0.326 -1.227 0.686 -0.467 -0.267
```
Forces are in eV/Å.

Results
Highest occupied orbital energy (eV): -11.315
M (g/mol): 394.2
Total charge: +1
Gap between HOMO and LUMO (eV): 6.38


Record 4
Computed, not measured: a gas-phase ion, C7H17FNS (charge +1), with ωB97M-V with the def2-TZVPD basis set.

```
27
Properties=species:S:1:pos:R:3:forces:R:3
C -2.702 -0.354 1.434 0.310 0.039 0.280
C -1.525 -1.313 1.332 -0.374 -0.112 -0.398
C -1.041 -1.577 -0.107 0.047 0.028 0.752
C 0.294 -0.966 -0.473 0.073 -0.120 -0.426
C 1.472 -1.592 0.251 0.056 0.526 -0.022
S 0.343 0.820 -0.144 -0.084 0.166 0.457
N -0.957 1.559 -0.852 0.116 -0.475 -0.181
C 1.679 1.383 -1.218 -0.118 0.187 0.338
C 2.489 2.477 -0.537 0.102 0.153 -0.425
F 1.687 3.221 0.299 0.033 -0.073 0.025
H -3.383 -0.477 0.607 -0.267 0.023 -0.322
H -2.388 0.679 1.513 0.040 0.393 -0.113
H -3.256 -0.548 2.339 -0.225 -0.035 0.309
H -1.863 -2.254 1.737 0.022 -0.376 0.157
H -0.711 -0.991 1.971 0.236 0.092 0.177
H -1.806 -1.326 -0.827 -0.274 0.248 -0.242
H -0.893 -2.643 -0.212 0.115 -0.351 -0.192
H 0.455 -1.085 -1.538 0.016 0.095 -0.376
H 2.381 -1.050 0.023 0.388 0.025 0.035
H 1.603 -2.596 -0.113 0.008 -0.429 -0.051
H 1.350 -1.600 1.325 -0.099 -0.061 0.254
H -1.732 1.633 -0.203 0.008 0.060 -0.013
H -1.237 1.102 -1.717 -0.110 0.201 -0.012
H 2.312 0.545 -1.454 0.166 -0.359 -0.145
H 1.214 1.755 -2.117 -0.286 0.010 -0.283
H 2.877 3.127 -1.314 0.091 0.219 -0.079
H 3.338 2.070 -0.005 0.010 -0.073 0.495
```
Forces are in eV/Å.

Results
Highest occupied orbital energy (eV): -15.127
M (g/mol): 166.3
Total charge: +1
Gap between HOMO and LUMO (eV): 12.19


Record 5
Computed, not measured: a molecular structure, C7H17FO2SiTb, with ωB97M-V with the def2-TZVPD basis set.

```
29
Properties=species:S:1:pos:R:3:forces:R:3
C -0.055 1.971 1.734 0.116 -0.126 0.282
C -0.926 2.380 0.556 -0.192 -0.073 0.029
C -0.610 1.575 -0.692 -0.016 -0.246 0.010
F -1.077 2.204 -1.839 -0.078 0.186 -0.136
Si -1.432 -0.119 -0.881 -0.104 0.112 0.122
C -2.888 -0.513 0.321 0.341 -0.309 0.046
O -0.414 -1.457 -0.641 0.189 -0.120 0.349
C 0.862 -1.610 -1.048 -0.256 0.174 -0.685
C 2.120 -1.115 0.186 0.522 -0.023 0.519
C 3.346 -0.916 -0.669 -0.043 0.041 0.045
O 2.228 -2.144 1.020 -0.061 -0.093 -0.113
H -0.287 0.969 2.124 -0.039 0.022 -0.167
H 1.011 1.998 1.487 -0.060 0.095 -0.023
H -0.203 2.644 2.579 0.009 0.021 -0.085
H -0.780 3.429 0.287 0.124 -0.044 0.059
H -1.984 2.288 0.828 0.048 0.102 -0.088
H 0.479 1.459 -0.787 -0.040 0.119 -0.059
H -2.051 -0.313 -2.217 0.101 -0.074 -0.023
H -2.720 -1.447 0.888 -0.036 0.043 0.034
H -3.075 0.264 1.069 0.043 -0.030 -0.047
H -3.827 -0.558 -0.246 -0.083 0.969 0.211
H 1.148 -2.650 -1.189 0.011 0.017 0.091
H 1.193 -0.918 -1.829 -0.072 -0.076 0.058
H 1.642 -0.224 0.610 -0.054 -0.089 -0.084
H 3.269 0.004 -1.249 -0.006 -0.040 0.048
H 4.186 -0.842 0.030 -0.008 0.054 -0.075
H 3.555 -1.752 -1.339 -0.057 -0.044 0.100
H 1.689 -2.109 1.829 0.009 0.163 -0.107
Tb -4.398 -2.499 -0.920 -0.308 -0.736 -0.308
```
Forces are in eV/Å.

Results
Highest occupied orbital energy (alpha / beta) (eV): -20.046 / -19.901
<S²>: 13.019
M (g/mol): 339.2
Total charge: +3
Gap between HOMO and LUMO (alpha / beta) (eV): 7.07 / 7.11
2S+1: 7
Relative energy (zero: lowest compared OMol25 entry of this formula, charge and spin) (kcal/mol): 0.00


Record 6
Computed, not measured: a molecular structure, C7H17FeN2OS, with ωB97M-V with the def2-TZVPD basis set.

```
29
Properties=species:S:1:pos:R:3:forces:R:3
Fe -1.492 1.223 0.073 2.119 1.818 1.170
C -0.567 -1.568 1.456 -3.159 -0.349 0.880
C -1.195 -2.043 0.126 7.566 -2.147 2.642
N -1.781 -0.962 -0.380 -2.910 4.613 -7.348
C -1.227 -0.901 -2.187 9.783 -7.789 12.159
C 0.124 -0.456 -2.312 -1.786 0.589 -5.895
S 0.603 0.994 -1.611 -3.059 4.944 -0.379
C 1.927 0.914 -0.714 -2.523 2.617 3.867
C 1.621 -0.773 0.756 -4.707 1.835 1.140
N 0.424 -0.602 1.379 2.777 4.161 2.980
H -1.342 -1.195 2.206 0.469 -0.269 -1.381
H -0.314 -2.475 1.912 1.587 -1.232 1.097
H -0.132 -2.331 -0.543 -3.196 0.135 1.796
H -1.523 -2.913 0.649 -2.167 -1.178 -1.620
H -2.742 -1.026 -0.722 -0.216 -0.665 0.764
H -1.296 -1.792 -2.673 -0.295 -3.492 -0.188
H -1.782 -0.442 -2.598 -13.559 11.714 -8.616
H 0.646 -1.210 -2.053 4.560 -5.096 1.881
H 0.059 -0.681 -3.578 1.199 1.581 2.859
H 2.508 0.228 -0.921 6.047 -6.542 -2.990
H 2.415 1.440 0.088 -0.916 1.676 -0.156
H 1.846 -1.474 0.069 -0.495 -2.681 -2.485
H 2.399 -0.698 1.350 4.104 1.856 2.692
H 0.398 0.211 2.324 0.573 -3.310 -3.805
C -0.081 3.948 1.653 4.107 -6.069 3.822
O -0.392 2.753 0.710 -3.865 -3.236 0.422
H 0.245 4.289 0.766 1.102 4.480 -1.705
H 0.972 3.304 1.992 -2.033 2.374 -0.403
H -0.321 4.238 2.784 -1.106 -0.336 -3.199
```
Forces are in eV/Å.

Results
Highest occupied orbital energy (alpha / beta) (eV): -15.649 / -15.446
<S²>: 8.770
M (g/mol): 233.1
Total charge: +2
Gap between HOMO and LUMO (alpha / beta) (eV): 7.83 / 5.48
2S+1: 6
Relative energy (zero: lowest compared OMol25 entry of this formula, charge and spin) (kcal/mol): 348.08